C6H6N6O | wB97M-V/def2-TZVPD

Each line ends with the natural charge from an NBO analysis.
Element x y z (Å)
N  3.56  0.29  -0.84  -0.806
C  2.61  -0.55  -0.33  0.488
N  2.76  -1.76  0.12  -0.355
N  1.56  -2.19  0.54  -0.036
N  0.69  -1.27  0.41  -0.116
N  1.32  -0.23  -0.14  -0.087
N  0.89  1.03  -0.43  -0.273
C  -0.35  1.43  -0.38  0.075
C  -1.58  0.80  0.00  0.140
C  -2.05  -0.43  0.46  -0.218
C  -3.45  -0.23  0.67  -0.320
C  -3.75  1.04  0.25  0.131
O  -2.64  1.67  -0.18  -0.394
H  4.54  0.24  -0.42  0.414
H  3.20  1.24  -0.89  0.406
H  -0.40  2.51  -0.63  0.222
H  -1.45  -1.30  0.74  0.280
H  -4.12  -1.02  0.99  0.237
H  -4.68  1.56  0.10  0.211

Its max |F| is 2.4 eV/Å. Its energy above the lowest of the compared OMol25 structures with the same formula, charge and spin is 2.2192 eV. The orbital gap is 8.5 eV. Its calculated total energy is -635.91712 Eh.

***

C24H30N5NdS2Sb | wB97M-V/def2-TZVPD

Each line ends with the Mulliken spin population.
Element x y z (Å)
Nd  12.79  11.12  6.54  3.064
S  15.44  10.90  5.80  -0.028
C  15.80  12.49  6.32  -0.006
C  17.13  12.73  6.72  0.003
N  18.25  12.93  7.05  -0.002
C  14.90  13.59  6.42  -0.003
S  13.29  13.78  5.91  -0.021
C  15.47  14.72  7.08  0.002
N  15.92  15.67  7.62  -0.001
C  7.16  13.24  8.00  -0.002
C  8.47  13.74  7.95  0.002
C  9.52  13.02  7.34  0.001
C  9.24  11.73  6.83  -0.008
C  7.93  11.21  6.94  -0.002
C  6.90  11.95  7.52  0.001
N  10.27  10.91  6.34  0.006
N  9.87  9.71  5.92  0.001
C  10.74  8.79  5.47  -0.002
C  10.18  7.52  5.07  0.001
C  11.02  6.48  4.79  -0.001
C  12.42  6.68  4.74  0.002
C  12.88  7.96  5.00  0.000
N  12.09  8.97  5.45  0.003
H  6.37  13.88  8.42  0.000
H  8.64  14.69  8.46  0.000
H  10.51  13.45  7.24  0.001
H  7.73  10.19  6.59  0.000
H  5.86  11.59  7.57  0.000
H  9.11  7.42  5.08  0.000
H  10.65  5.48  4.53  0.000
H  13.12  5.86  4.47  0.000
H  13.93  8.25  4.88  -0.001
C  11.50  12.81  11.49  -0.001
C  12.64  11.84  11.72  -0.001
C  12.39  11.00  12.97  -0.001
Sb  12.89  10.60  9.84  -0.004
C  11.83  8.72  10.35  -0.002
C  10.31  8.96  10.25  0.000
C  12.32  7.66  9.36  0.000
C  15.08  10.39  9.95  -0.001
C  15.56  9.56  11.12  -0.001
C  15.72  11.76  9.97  -0.001
H  11.37  13.46  12.36  0.000
H  10.53  12.32  11.30  0.000
H  11.73  13.50  10.66  0.000
H  13.59  12.41  11.77  0.000
H  11.47  10.40  12.81  0.000
H  12.24  11.67  13.85  0.000
H  13.27  10.38  13.22  0.000
H  12.12  8.47  11.39  0.000
H  10.00  9.35  9.28  0.000
H  10.01  9.68  11.01  0.000
H  9.77  8.02  10.43  0.000
H  12.19  7.96  8.29  0.001
H  11.83  6.69  9.53  0.000
H  13.42  7.55  9.42  0.000
H  15.24  9.86  8.99  0.002
H  15.34  10.03  12.09  0.000
H  16.66  9.45  11.05  0.000
H  15.09  8.57  11.15  0.000
H  15.44  12.37  10.84  0.000
H  15.54  12.36  9.07  0.001
H  16.85  11.67  9.99  0.000

As for the multiplicity: 4. Its max |F| is 5.3 eV/Å. The charge is +1. The orbital gap (alpha / beta) is 4.2 / 4.2 eV. Its calculated total energy is -2804.04013 Eh.

***

C20H46N3O9PS | wB97M-V/def2-TZVPD

Each line ends with the Löwdin charge.
Element x y z (Å)
C  2.20  -5.48  0.78  -0.138
C  3.13  -5.18  -0.43  -0.389
P  2.99  -3.43  -1.06  0.918
C  4.34  -3.00  -2.27  -0.391
C  3.81  -1.80  -3.12  -0.175
O  2.91  -2.29  0.23  -0.558
S  1.41  -1.52  0.17  0.935
O  1.09  -1.03  1.48  -0.374
O  0.38  -2.81  -0.21  -0.411
N  -0.84  -2.33  -0.67  -0.012
C  -1.48  -3.49  -1.31  -0.455
C  -2.78  -3.33  -2.08  0.029
O  -1.00  -4.56  -1.20  0.142
C  -1.69  -2.08  0.54  -0.466
C  -1.69  -3.11  1.67  0.031
O  -2.38  -1.14  0.59  0.159
H  1.35  -6.08  0.40  0.071
H  1.87  -4.58  1.31  0.048
H  2.76  -6.16  1.45  0.069
H  2.82  -5.82  -1.27  0.076
H  4.20  -5.42  -0.25  0.067
H  4.45  -3.88  -2.93  0.079
H  5.27  -2.74  -1.75  0.073
H  4.30  -1.84  -4.10  0.065
H  2.72  -1.87  -3.27  0.051
H  4.01  -0.86  -2.58  0.068
H  -3.26  -4.32  -2.13  0.091
H  -2.59  -3.04  -3.13  0.091
H  -3.43  -2.61  -1.57  0.087
H  -1.82  -2.58  2.62  0.088
H  -2.51  -3.82  1.46  0.103
H  -0.77  -3.71  1.74  0.078
C  0.23  3.90  -5.88  -0.116
O  -0.88  4.11  -5.03  -0.195
C  -2.09  3.51  -5.49  -0.215
C  -2.50  2.36  -4.60  -0.214
N  -1.59  1.22  -4.75  -0.051
C  -1.76  0.18  -3.74  -0.199
C  -1.49  0.54  -2.28  -0.221
O  -0.13  0.82  -1.99  -0.194
C  0.26  2.16  -2.25  -0.091
H  1.05  4.52  -5.53  0.089
H  0.55  2.85  -5.86  0.077
H  -0.01  4.18  -6.91  0.087
H  -2.02  3.21  -6.54  0.121
H  -2.86  4.29  -5.42  0.120
H  -3.51  2.04  -4.86  0.123
H  -2.51  2.72  -3.56  0.105
H  -0.64  1.55  -4.70  0.066
H  -1.08  -0.63  -4.01  0.117
H  -2.78  -0.23  -3.82  0.115
H  -1.74  -0.34  -1.68  0.076
H  -2.14  1.34  -1.91  0.119
H  -0.55  2.87  -2.08  0.092
H  0.64  2.26  -3.27  0.070
H  1.08  2.40  -1.58  0.089
C  0.02  3.97  7.20  -0.117
O  0.97  3.08  6.63  -0.195
C  0.70  1.71  6.89  -0.215
C  0.29  0.98  5.62  -0.213
N  -1.04  1.41  5.18  -0.051
C  -1.39  0.95  3.83  -0.189
C  -0.54  1.45  2.66  -0.225
O  -0.66  2.85  2.41  -0.176
C  0.18  3.68  3.19  -0.101
H  0.40  4.98  7.08  0.088
H  -0.94  3.90  6.68  0.077
H  -0.12  3.77  8.27  0.086
H  -0.04  1.58  7.69  0.120
H  1.64  1.27  7.25  0.120
H  0.27  -0.09  5.81  0.123
H  1.05  1.18  4.86  0.106
H  -1.08  2.42  5.19  0.066
H  -2.42  1.28  3.65  0.121
H  -1.39  -0.14  3.82  0.109
H  -0.91  0.96  1.76  0.106
H  0.52  1.17  2.75  0.097
H  1.12  3.19  3.44  0.090
H  -0.34  3.99  4.10  0.069
H  0.39  4.58  2.61  0.087

Its max |F| is 3.1 eV/Å. The orbital gap is 8.3 eV. Its calculated total energy is -2370.38771 Eh.

***

C13H5F11N3PSeSr | wB97M-V/def2-TZVPD

Each line ends with the Mulliken spin population.
Element x y z (Å)
Sr  0.56  0.11  -0.95  0.004
C  -0.98  2.93  0.70  0.198
C  -2.28  2.53  0.49  -0.005
C  -2.42  1.22  1.03  0.361
C  -1.17  0.83  1.59  -0.026
C  -0.28  1.86  1.38  0.272
H  -0.55  3.87  0.40  0.000
H  -3.06  3.10  0.01  -0.002
H  -3.35  0.67  1.10  0.008
H  -0.98  -0.07  2.16  0.001
H  0.71  1.94  1.82  0.005
F  -2.29  2.11  -6.87  0.000
C  -2.24  1.54  -5.66  0.004
C  -1.72  2.23  -4.58  -0.002
F  -1.26  3.47  -4.74  0.000
C  -1.68  1.62  -3.34  -0.003
F  -1.09  2.29  -2.34  -0.004
C  -2.15  0.33  -3.12  0.032
Se  -2.20  -0.48  -1.42  0.179
C  -2.67  -0.33  -4.23  -0.024
F  -3.15  -1.57  -4.10  -0.005
C  -2.71  0.25  -5.49  0.003
F  -3.21  -0.42  -6.53  0.001
N  1.90  -0.59  0.72  -0.003
C  2.53  -0.90  1.66  0.001
N  3.12  -1.31  2.69  0.000
C  4.20  -1.01  3.36  0.000
N  5.13  -0.81  4.01  0.000
F  1.12  -1.11  -2.64  0.002
P  2.10  -0.12  -3.57  0.000
F  2.99  0.90  -4.39  0.000
F  2.25  -1.29  -4.64  0.000
F  1.85  1.07  -2.39  0.003
F  0.77  0.42  -4.28  0.000
F  3.35  -0.63  -2.72  0.000

As for the multiplicity: 2. Its max |F| is 4.0 eV/Å. Its energy above the lowest of the compared OMol25 structures with the same formula, charge and spin is 1.3638 eV. The charge is -1. The orbital gap (alpha / beta) is 7.8 / 5.9 eV. Its calculated total energy is -4534.99666 Eh.